Entry 1:
{
  "formula": "C2H14O4S",
  "method": "the ωB97M-V functional and the def2-TZVPD basis",
  "elements": ["C", "C", "S", "H", "H", "H", "H", "H", "H", "H", "H", "O", "H", "H", "O", "H", "H", "O", "H", "H", "O"],
  "xyz": [[0.76, 0.93, -1.01], [0.71, 0.86, 0.49], [1.15, -0.75, 1.27], [0.62, 1.98, -1.27], [1.74, 0.65, -1.41], [0.04, 0.31, -1.53], [-0.23, 1.18, 0.93], [1.46, 1.54, 0.89], [0.45, -1.38, 0.28], [-2.62, 2.23, -0.62], [-2.89, 0.84, -1.14], [-2.76, 1.34, -0.35], [3.48, -0.50, 0.37], [4.95, -0.86, 0.51], [4.34, -0.41, -0.07], [-1.93, -1.63, -0.03], [-1.73, -2.24, -1.55], [-1.70, -1.47, -0.98], [-2.43, -0.25, 1.67], [-1.28, -1.20, 2.03], [-2.13, -1.16, 1.55]],
  "lowdin_charge": [-0.162, -0.583, 0.729, 0.076, 0.072, 0.049, 0.042, 0.063, -0.111, 0.022, 0.018, -0.021, -0.065, 0.032, -0.088, -0.005, 0.034, -0.095, 0.052, 0.011, -0.069],
  "smiles": "CCS.O.O.O.O",
  "max_force_ev_per_a": 1.7,
  "e_homo_ha": -0.3475,
  "lumo_ev": 0.5706,
  "homo_lumo_gap_ha": 0.3684
}

=====

Entry 2:
{
  "formula": "H16O8",
  "method": "the ωB97M-V functional and the def2-TZVPD basis",
  "elements": ["O", "H", "H", "O", "H", "H", "O", "H", "H", "O", "H", "H", "O", "H", "H", "O", "H", "H", "O", "H", "H", "O", "H", "H"],
  "xyz": [[2.03, 2.17, 1.12], [1.39, 1.47, 0.97], [2.08, 2.25, 2.08], [0.90, 0.46, -2.61], [0.98, -0.37, -2.14], [1.79, 0.67, -2.89], [-2.16, 0.19, -1.62], [-2.72, 0.68, -1.01], [-1.36, 0.71, -1.68], [0.95, -1.50, 4.19], [0.91, -0.71, 3.64], [1.44, -2.13, 3.67], [0.38, -2.09, -1.72], [-0.07, -2.79, -2.19], [0.68, -2.50, -0.90], [-1.95, -1.23, 1.32], [-2.59, -0.82, 0.74], [-2.09, -2.17, 1.20], [0.33, 0.08, 0.72], [-0.42, -0.44, 1.00], [0.14, 0.30, -0.20], [-0.60, 2.53, -1.19], [-0.01, 2.16, -1.84], [-0.05, 3.10, -0.66]],
  "lowdin_charge": [-0.066, -0.042, 0.027, -0.038, -0.007, 0.059, -0.046, 0.034, -0.028, -0.049, 0.019, 0.028, -0.029, 0.060, 0.052, -0.025, 0.042, 0.063, -0.052, -0.010, 0.000, -0.047, 0.007, 0.046],
  "smiles": "O.O.O.O.O.O.O.O",
  "max_force_ev_per_a": 0.9,
  "e_homo_ha": -0.3988,
  "lumo_ev": 0.0655,
  "homo_lumo_gap_ha": 0.4012
}

=====

Entry 3:
{
  "formula": "C9H11O3",
  "method": "the ωB97M-V functional and the def2-TZVPD basis",
  "elements": ["C", "C", "O", "O", "H", "H", "H", "C", "C", "C", "C", "C", "C", "C", "O", "H", "H", "H", "H", "H", "H", "H", "H"],
  "xyz": [[3.41, -2.54, 1.15], [3.32, -1.22, 0.34], [2.16, -1.01, -0.23], [4.23, -0.41, 0.28], [3.23, -2.29, 2.18], [4.45, -2.86, 0.96], [2.74, -3.30, 0.77], [-4.25, 1.12, -1.56], [-0.46, 0.60, 0.41], [-0.87, -0.33, -0.56], [-1.43, 1.51, 0.91], [-2.08, -0.16, -1.22], [-2.69, 1.59, 0.31], [-2.94, 0.85, -0.85], [0.77, 0.68, 0.90], [1.48, -0.13, 0.38], [-0.18, -1.14, -0.84], [-1.10, 2.11, 1.74], [-2.37, -0.95, -1.90], [-3.54, 2.19, 0.68], [-5.13, 1.01, -0.92], [-4.37, 0.35, -2.32], [-4.29, 2.09, -2.04]],
  "lowdin_charge": [-0.019, -0.663, -0.088, 0.009, 0.058, 0.070, 0.058, -0.087, -0.389, -0.025, -0.031, -0.083, -0.076, -0.334, -0.050, 0.063, 0.102, 0.098, 0.099, 0.103, 0.067, 0.057, 0.060],
  "total_charge": -1,
  "max_force_ev_per_a": 2.5,
  "e_homo_ha": -0.1487,
  "lumo_ev": 3.4403,
  "homo_lumo_gap_ha": 0.2751
}

=====

Entry 4:
{
  "formula": "C6H12O",
  "method": "the ωB97M-V functional and the def2-TZVPD basis",
  "elements": ["C", "C", "O", "C", "C", "C", "C", "H", "H", "H", "H", "H", "H", "H", "H", "H", "H", "H", "H"],
  "xyz": [[-2.78, -0.60, 0.03], [-1.33, -0.85, -0.38], [-0.42, -0.54, 0.67], [0.13, 0.73, 0.47], [1.35, 1.07, 1.27], [1.46, 0.84, -0.22], [2.15, -0.39, -0.75], [-2.93, 0.46, 0.27], [-3.06, -1.18, 0.92], [-3.46, -0.87, -0.78], [-1.04, -0.23, -1.24], [-1.19, -1.91, -0.64], [-0.61, 1.51, 0.31], [1.72, 0.29, 1.93], [1.45, 2.08, 1.65], [1.61, 1.74, -0.82], [1.80, -0.62, -1.77], [3.23, -0.25, -0.79], [1.93, -1.26, -0.12]],
  "lowdin_charge": [-0.075, -0.266, -0.115, -0.334, -0.055, -0.280, -0.067, 0.071, 0.077, 0.075, 0.122, 0.120, 0.147, 0.115, 0.101, 0.131, 0.076, 0.076, 0.081],
  "smiles": "CCO[C@H]1C[C@H]1C",
  "max_force_ev_per_a": 0.5,
  "e_homo_ha": -0.3386,
  "lumo_ev": 1.1608,
  "homo_lumo_gap_ha": 0.3813
}

=====

Entry 5:
{
  "formula": "C3H3N5",
  "method": "the ωB97M-V functional and the def2-TZVPD basis",
  "elements": ["C", "C", "C", "H", "H", "H", "N", "N", "N", "N", "N"],
  "xyz": [[-0.29, -0.53, 1.17], [1.03, -0.50, -0.71], [0.44, 0.75, -1.30], [-0.78, 0.46, 2.80], [1.76, -1.05, -1.34], [1.00, 1.59, -1.83], [-0.03, -0.17, 2.30], [0.73, -1.10, 0.35], [-0.80, 1.01, -1.19], [-1.58, 0.12, -0.66], [-1.48, -0.58, 0.41]],
  "lowdin_charge": [-0.571, -0.135, -0.090, 0.128, 0.114, 0.133, 0.164, 0.134, 0.024, -0.029, 0.128],
  "smiles": "[H]/N=c1/nccnnn1",
  "max_force_ev_per_a": 5.8,
  "e_homo_ha": -0.3569,
  "lumo_ev": -0.8880,
  "homo_lumo_gap_ha": 0.3242
}

=====

Entry 6:
{
  "formula": "C51H39CrNO7P3",
  "method": "the ωB97M-V functional and the def2-TZVPD basis",
  "elements": ["Cr", "O", "C", "O", "C", "C", "C", "C", "C", "N", "C", "O", "O", "H", "H", "H", "O", "P", "C", "P", "O", "C", "C", "C", "C", "C", "C", "C", "C", "C", "C", "C", "C", "C", "C", "C", "C", "C", "C", "C", "C", "C", "C", "C", "C", "H", "H", "H", "H", "H", "H", "H", "H", "H", "H", "H", "H", "H", "H", "H", "H", "H", "H", "H", "H", "H", "H", "O", "C", "C", "C", "C", "C", "C", "C", "P", "C", "C", "C", "C", "C", "C", "C", "C", "C", "C", "C", "C", "H", "H", "H", "H", "H", "H", "H", "H", "H", "H", "H", "H", "H", "H"],
  "xyz": [[0.99, -3.67, 0.48], [2.55, -2.25, -2.95], [1.93, -2.87, -2.04], [2.20, -2.74, -0.80], [0.78, -3.78, -2.32], [0.12, -3.85, -3.53], [-1.09, -4.56, -3.57], [-1.56, -5.13, -2.40], [-0.83, -5.01, -1.23], [0.27, -4.30, -1.21], [-1.32, -5.29, 0.22], [-2.40, -5.83, 0.46], [-0.56, -4.68, 1.07], [0.48, -3.35, -4.46], [-1.68, -4.52, -4.47], [-2.52, -5.66, -2.40], [-1.27, -1.44, 0.78], [-1.67, 2.26, 0.25], [-0.06, 2.52, -0.52], [0.64, 1.14, -1.47], [0.72, -0.09, -0.66], [-0.25, 0.95, -3.01], [-0.84, -0.28, -3.32], [-1.48, -0.40, -4.51], [-1.66, 0.72, -5.31], [-1.12, 1.97, -5.01], [-0.37, 2.07, -3.84], [2.25, 1.83, -1.88], [3.28, 0.92, -2.10], [4.51, 1.42, -2.41], [4.80, 2.79, -2.50], [3.77, 3.66, -2.28], [2.51, 3.18, -1.96], [-2.83, 1.97, -1.11], [-2.94, 2.67, -2.29], [-3.95, 2.38, -3.27], [-4.83, 1.35, -3.03], [-4.70, 0.66, -1.82], [-3.72, 0.92, -0.89], [-2.00, 3.93, 0.80], [-3.30, 4.41, 0.83], [-3.53, 5.71, 1.28], [-2.51, 6.51, 1.79], [-1.21, 6.02, 1.76], [-1.00, 4.73, 1.30], [0.65, 2.57, 0.30], [-0.08, 3.37, -1.18], [-0.62, -1.03, -2.62], [-1.95, -1.31, -4.88], [-2.25, 0.52, -6.18], [-1.25, 2.84, -5.63], [0.18, 3.00, -3.59], [3.09, -0.19, -2.08], [5.34, 0.70, -2.56], [5.81, 3.09, -2.77], [3.89, 4.75, -2.37], [1.78, 3.94, -1.83], [-2.22, 3.38, -2.58], [-4.09, 2.90, -4.25], [-5.61, 1.09, -3.76], [-5.45, -0.13, -1.65], [-3.63, 0.33, 0.01], [-4.15, 3.79, 0.43], [-4.54, 6.13, 1.26], [-2.76, 7.51, 2.11], [-0.38, 6.64, 2.09], [0.00, 4.36, 1.20], [2.57, -5.72, 1.28], [2.20, -4.69, 1.79], [2.67, -4.21, 3.15], [3.49, -4.93, 4.01], [3.85, -4.38, 5.23], [3.39, -3.15, 5.66], [2.64, -2.41, 4.76], [2.27, -2.95, 3.53], [1.21, -2.04, 2.32], [1.84, -0.30, 2.29], [1.04, 0.78, 2.66], [1.58, 2.04, 2.48], [2.85, 2.27, 1.96], [3.60, 1.16, 1.54], [3.08, -0.10, 1.73], [-0.45, -1.88, 3.04], [-0.86, -2.13, 4.35], [-2.17, -2.00, 4.80], [-3.14, -1.55, 3.89], [-2.80, -1.34, 2.56], [-1.49, -1.54, 2.10], [3.91, -5.89, 3.73], [4.51, -4.90, 5.91], [3.67, -2.78, 6.63], [2.37, -1.42, 5.02], [0.07, 0.68, 3.07], [1.01, 2.89, 2.75], [3.19, 3.27, 1.85], [4.63, 1.26, 1.16], [3.71, -0.94, 1.55], [-0.09, -2.51, 5.04], [-2.47, -2.17, 5.81], [-4.16, -1.54, 4.18], [-3.57, -1.16, 1.80], [-0.47, -0.91, 0.46]],
  "lowdin_charge": [0.747, 0.024, -0.552, -0.112, -0.153, 0.029, -0.016, 0.026, -0.125, 0.050, -0.511, 0.074, -0.124, 0.137, 0.108, 0.130, -0.013, 1.050, -0.425, 0.725, -0.302, -0.254, -0.043, -0.073, -0.079, -0.070, -0.092, -0.269, -0.065, -0.086, -0.080, -0.094, -0.104, -0.398, -0.082, -0.080, -0.095, -0.086, -0.111, -0.404, -0.093, -0.090, -0.094, -0.072, -0.116, 0.031, 0.052, 0.083, 0.106, 0.103, 0.104, 0.114, 0.116, 0.124, 0.109, 0.116, 0.090, 0.086, 0.122, 0.113, 0.111, 0.075, 0.126, 0.107, 0.098, 0.107, 0.073, 0.067, -0.313, -0.196, -0.008, -0.070, -0.056, -0.078, -0.283, 1.149, -0.322, -0.062, -0.102, -0.060, -0.059, -0.098, -0.274, -0.070, -0.076, -0.063, -0.008, -0.350, 0.125, 0.108, 0.110, 0.102, 0.096, 0.086, 0.097, 0.116, 0.113, 0.102, 0.093, 0.093, 0.115, 0.068],
  "max_force_ev_per_a": 3.6,
  "e_homo_ha": [-0.3072, -0.3033],
  "lumo_ev": [-0.5460, -0.2577],
  "multiplicity": 4,
  "homo_lumo_gap_ha": [0.2871, 0.2938]
}